[1]
# C4H9Cl

The molecule C4H9Cl (ωB97M-V/def2-TZVPD, the Open Molecules 2025 dataset).

Values from the calculation:
Energy, eV: -16813.5171
Net charge: 0
LUMO, eV: 0.79
Highest occupied orbital energy, eV: -10.2
Multiplicity: 1
SMILES: CC(C)CCl

Each line ends with the natural charge from an NBO analysis.
Cartesian coordinates (Å):
C -0.706 -1.188 -0.520  -0.62
C -0.143 0.006 0.121  -0.30
C -0.495 1.327 -0.416  -0.62
C 1.268 -0.191 0.619  -0.39
H -0.064 -1.876 -1.321  0.23
H -1.092 -2.010 0.377  0.20
H -1.754 -1.059 -1.013  0.22
H -0.703 0.052 1.179  0.20
H -1.654 1.524 -0.471  0.23
H 0.022 2.003 0.175  0.22
H 0.159 1.617 -1.289  0.22
H 1.081 0.775 1.484  0.20
H 1.335 -0.936 1.492  0.24
Cl 2.746 -0.041 -0.418  -0.04

***

[2]
# C34H30ClN3O6Ta

A structure of composition C34H30ClN3O6Ta (ωB97M-V/def2-TZVPD, the Open Molecules 2025 dataset).

Values from the calculation:
Energy, eV: -66571.8003
Net charge: +1
LUMO, eV: -3.72
Highest occupied orbital energy, eV: -10.7
Multiplicity: 1

Each line ends with the Löwdin charge.
Cartesian coordinates (Å):
Ta 0.596 0.055 1.374  1.98
N 3.461 0.247 4.553  0.24
C 2.519 0.525 3.720  -0.48
O 2.087 -0.367 2.920  -0.12
C 1.863 1.837 3.645  -0.15
C 0.621 1.768 2.745  -0.25
H 3.781 -0.709 4.614  0.14
H 3.741 0.853 5.337  0.16
H 2.588 2.563 3.224  0.14
H 1.568 2.129 4.670  0.14
H 0.548 2.733 2.220  0.07
H -0.308 1.813 3.248  0.05
O -1.313 -3.278 2.597  0.18
C -0.814 -2.502 1.851  -0.49
O 0.102 -1.600 2.328  -0.19
C -1.066 -2.391 0.418  -0.15
C -1.786 -3.374 -0.263  0.04
C -1.838 -3.348 -1.621  0.05
C -1.132 -2.360 -2.337  -0.12
C -1.036 -2.401 -3.718  -0.05
C -0.384 -1.455 -4.374  -0.05
C 0.356 -0.515 -3.614  -0.01
C 0.385 -0.530 -2.262  -0.03
C -0.379 -1.401 -1.572  -0.23
N -0.402 -1.411 -0.224  0.07
H -2.316 -4.088 0.323  0.13
H -2.342 -4.187 -2.017  0.12
H -1.543 -3.128 -4.372  0.14
H -0.294 -1.530 -5.460  0.13
H 0.914 0.193 -4.109  0.09
H 1.111 0.130 -1.720  0.10
C 3.835 3.434 -2.316  -0.06
C 3.985 2.106 -2.637  -0.05
C 3.455 1.126 -1.755  -0.02
C 2.776 1.439 -0.576  -0.32
C 2.713 2.780 -0.297  -0.05
C 3.118 3.774 -1.136  -0.05
N 2.295 0.409 0.249  -0.12
C 3.193 -0.710 0.352  -0.33
C 2.731 -1.979 0.108  -0.05
C 3.486 -3.078 0.559  -0.06
C 4.672 -2.972 1.300  -0.02
C 5.149 -1.604 1.438  -0.07
C 4.437 -0.532 1.022  -0.04
H 4.107 4.152 -3.023  0.09
H 4.453 1.804 -3.536  0.10
H 3.661 0.107 -1.958  0.11
H 2.269 3.069 0.671  0.11
H 3.044 4.786 -0.902  0.09
H 1.839 -2.131 -0.512  0.10
H 3.059 -4.087 0.279  0.13
H 5.354 -3.746 1.539  0.09
H 6.133 -1.452 1.800  0.10
H 4.931 0.451 0.885  0.14
C -6.509 1.472 1.316  -0.02
C -5.805 0.825 0.157  -0.19
C -6.542 0.027 -0.731  -0.08
C -5.977 -0.654 -1.713  -0.67
Cl -6.907 -1.645 -2.799  0.68
C -4.625 -0.402 -2.032  -0.09
C -3.898 0.469 -1.262  0.01
C -4.507 1.072 -0.137  -0.22
O -3.774 1.833 0.721  0.01
C -2.532 2.273 0.346  -0.11
C -1.493 1.278 0.696  -0.58
O -1.563 0.447 1.600  0.00
O -0.366 1.273 0.036  -0.14
H -6.829 2.513 1.020  0.12
H -5.982 1.674 2.234  0.08
H -7.298 0.811 1.585  0.07
H -7.645 -0.180 -0.460  0.16
H -4.273 -0.913 -2.842  0.07
H -2.865 0.635 -1.590  0.12
H -2.203 3.247 0.890  0.19
H -2.393 2.527 -0.712  0.15

***

[3]
# C7H7HoO5S

A structure of composition C7H7HoO5S (ωB97M-V/def2-TZVPD, the Open Molecules 2025 dataset).

Values from the calculation:
Energy, eV: -54220.9126
Net charge: +2
LUMO (spin up / spin down), eV: -9.98 / -9.86
Highest occupied orbital energy (spin up / spin down), eV: -16.2 / -16.3
Multiplicity: 5

Each line ends with the Löwdin spin population.
Cartesian coordinates (Å):
O -0.085 -0.540 -4.233  0.00
C 0.167 -0.686 -3.095  0.00
Ho 0.188 -0.577 -0.682  3.99
O 2.810 -0.008 -3.080  0.00
C 1.830 -0.145 -2.437  0.00
C -2.179 0.200 -1.578  0.04
O -1.946 -0.485 -0.487  0.06
C -0.591 -2.709 -1.742  0.00
O -1.360 -3.494 -2.113  0.00
C -1.201 1.189 -1.927  -0.04
O -1.239 2.283 -2.423  -0.04
H -3.073 0.095 -2.212  0.00
C 1.640 -0.522 3.112  0.00
S 0.747 0.288 1.794  0.00
C -0.162 1.595 2.643  0.00
H 1.958 -1.497 2.732  0.00
H 0.995 -0.647 3.985  0.00
H 2.511 0.092 3.357  0.00
H -1.175 1.633 2.215  0.00
H -0.212 1.402 3.722  0.00
H 0.376 2.533 2.448  0.00

***

Energy relative to the best compared isomer or geometry (same formula, charge and spin)? In order: 311.7, 72.7, 188.5 kJ/mol.